# C19H16F4N

A cluster of 2 separate species, C19H16F4N in total (ωB97M-V/def2-TZVPD, OMol25).

## Properties
- E: -32314.2837 eV
- Charge: +1
- ΔE to the lowest compared entry with this formula, charge and spin: 2.43 kJ/mol
- HOMO-LUMO gap: 3.7 eV
- F_max: 1.837 eV/Å
- LUMO level: -6.68 eV
- Spin multiplicity: 1

CARTESIAN COORDINATES (ANGSTROEM)
1 C -2.986 -2.463 -2.380
2 C -1.663 -1.830 -2.322
3 C -1.251 -0.491 -2.260
4 C 0.172 -0.488 -2.204
5 C 0.594 -1.825 -2.261
6 C 1.914 -2.463 -2.344
7 N -0.533 -2.595 -2.326
8 H -3.758 -1.688 -2.390
9 H -3.104 -3.082 -3.282
10 H -3.148 -3.101 -1.500
11 H -1.908 0.370 -2.301
12 H 0.824 0.376 -2.164
13 H 2.698 -1.699 -2.377
14 H 2.087 -3.111 -1.470
15 H 2.000 -3.084 -3.252
16 H -0.527 -3.610 -2.391
17 F -1.445 -0.542 4.867
18 C -0.556 -0.805 3.846
19 C -0.007 -2.084 3.773
20 C 0.898 -2.293 2.730
21 F 1.480 -3.537 2.630
22 C 1.220 -1.326 1.797
23 C 0.605 -0.028 1.842
24 C 0.956 0.896 0.818
25 C 0.608 2.264 0.636
26 C 1.248 2.964 -0.443
27 C 0.925 4.279 -0.720
28 F 1.522 4.899 -1.795
29 C 0.010 5.020 0.029
30 C -0.559 4.354 1.113
31 F -1.452 5.051 1.899
32 C -0.294 3.032 1.440
33 C -0.272 0.214 2.948
34 H -0.259 -2.857 4.491
35 H 1.958 -1.536 1.024
36 H 1.711 0.523 0.117
37 H 2.001 2.448 -1.037
38 H -0.236 6.050 -0.205
39 H -0.764 2.604 2.315
40 H -0.710 1.191 3.109